# 1
A cluster of 5 separate species, C17H21N4O3 in total in a non-equilibrium geometry. Source: OMol25; level of theory: ωB97M-V with the def2-TZVPD basis set.

Geometry as XYZ:
```
45
Properties=species:S:1:pos:R:3:forces:R:3:nbo_charge:R:1
O -1.801 -1.950 0.777 0.641 -1.568 0.078 -0.75
C -2.847 -1.146 1.047 -2.323 3.974 -0.978 0.91
O -2.558 0.023 1.391 2.356 0.846 1.377 -0.86
O -4.014 -1.371 0.762 -1.319 -3.282 -0.487 -0.78
H -1.122 -1.331 1.057 0.661 -0.008 -0.014 0.48
N -3.416 -6.414 -3.280 -0.528 -0.104 0.653 -0.50
C -3.362 -7.616 -2.642 0.902 -0.432 0.173 -0.07
C -3.958 -8.537 -3.453 0.637 -0.704 0.559 -0.31
C -4.436 -7.868 -4.608 -0.749 -2.727 0.214 -0.32
C -4.175 -6.589 -4.398 0.862 3.561 -1.037 -0.06
H -2.952 -5.554 -3.025 -0.407 -0.184 0.204 0.43
H -2.816 -7.798 -1.729 -0.046 0.292 -0.062 0.21
H -3.894 -9.594 -3.243 -0.379 -0.006 -0.140 0.21
H -4.901 -8.418 -5.413 -0.227 0.613 -0.112 0.22
H -4.403 -5.678 -4.932 -0.075 -0.279 -0.418 0.20
N 3.409 -3.776 -3.284 1.607 -1.371 -0.140 -0.49
C 3.434 -2.829 -2.325 -0.278 0.251 0.841 -0.08
C 3.078 -1.637 -2.924 -0.410 -0.181 2.498 -0.30
C 2.850 -1.910 -4.244 0.203 0.248 -2.398 -0.30
C 3.233 -3.214 -4.496 -1.496 0.528 -0.683 -0.10
H 3.675 -4.744 -3.180 0.080 0.318 0.233 0.40
H 3.645 -3.101 -1.302 -0.129 0.171 -0.072 0.21
H 2.797 -0.755 -2.366 0.253 0.089 -0.178 0.23
H 2.396 -1.211 -4.931 0.386 -0.075 -0.260 0.22
H 3.286 -3.785 -5.411 -0.219 0.021 0.152 0.20
N -4.329 8.722 3.549 -0.470 -0.783 1.400 -0.51
C -3.769 8.693 2.328 1.600 -1.315 -0.173 -0.09
C -2.865 7.615 2.368 0.567 0.672 -1.888 -0.30
C -2.911 6.955 3.594 -1.103 1.067 0.925 -0.30
C -3.857 7.651 4.306 -0.166 0.779 0.739 -0.08
H -4.894 9.489 3.884 -0.056 -0.497 0.034 0.41
H -4.060 9.409 1.574 0.303 -0.166 -0.017 0.21
H -2.126 7.341 1.630 -0.374 0.153 -0.435 0.22
H -2.312 6.166 4.025 -0.080 -0.074 -0.469 0.24
H -4.131 7.515 5.342 -0.225 0.173 -0.118 0.20
N 6.586 2.958 3.362 -1.073 -2.811 2.246 -0.51
C 5.640 3.765 2.882 -2.029 0.612 -1.787 -0.06
C 4.361 3.152 2.943 1.761 0.614 0.565 -0.31
C 4.538 1.932 3.652 1.758 0.981 -0.161 -0.28
C 5.908 1.846 3.945 -0.661 -0.005 -0.815 -0.11
H 7.570 3.142 3.493 -0.405 0.107 -0.121 0.41
H 5.966 4.646 2.349 -0.325 0.161 0.101 0.20
H 3.411 3.537 2.602 0.261 0.168 -0.104 0.23
H 3.733 1.251 3.882 0.341 -0.141 0.160 0.23
H 6.391 1.016 4.440 0.371 0.311 -0.084 0.21
```
Forces are in eV/Å.

Its total charge is -1. Its spin multiplicity is 1. As for the HOMO-LUMO gap: 5.6127 eV.

# 2
The molecule C17H21N5O2S. Source: OMol25; level of theory: ωB97M-V with the def2-TZVPD basis set.

Geometry as XYZ:
```
46
Properties=species:S:1:pos:R:3:forces:R:3:nbo_charge:R:1
C -2.850 -4.089 3.528 -0.011 0.011 -0.015 -0.64
C -1.371 -3.821 3.469 0.002 0.033 0.209 -0.08
C -0.469 -4.729 4.012 -0.017 0.021 -0.011 -0.18
C 0.900 -4.524 3.942 0.018 -0.014 0.009 -0.23
C 1.382 -3.380 3.329 -0.014 0.004 0.003 -0.18
C 0.498 -2.441 2.815 0.012 0.022 -0.037 -0.19
C 1.040 -1.174 2.209 0.064 -0.009 0.081 0.68
O 0.918 -0.084 2.727 -0.022 0.019 -0.035 -0.60
N 1.722 -1.376 1.042 -0.040 -0.037 -0.037 -0.62
C 2.231 -0.290 0.202 -0.002 0.017 0.020 -0.09
C 3.261 0.571 0.930 0.009 0.010 0.013 -0.61
C 1.089 0.534 -0.324 -0.017 0.020 0.007 -0.09
C 0.896 0.788 -1.611 0.026 0.007 -0.042 -0.32
C -0.252 1.619 -2.061 -0.101 -0.038 -0.035 0.65
O -1.153 1.980 -1.322 0.030 0.012 0.008 -0.63
N -0.251 1.929 -3.392 0.068 0.032 0.064 -0.60
C -1.226 2.871 -3.925 0.016 -0.028 0.006 -0.10
C -1.358 2.692 -5.428 0.004 0.007 -0.021 -0.60
C -0.832 4.285 -3.566 0.027 -0.023 -0.028 0.01
N -0.101 5.025 -4.339 -0.046 0.000 -0.027 -0.28
N 0.173 6.248 -3.804 -0.001 0.029 0.013 -0.25
C -0.367 6.397 -2.637 0.038 -0.017 -0.011 -0.19
S -1.241 5.037 -2.075 -0.029 0.017 0.033 0.44
C -0.881 -2.652 2.875 0.026 -0.033 -0.299 0.25
N -1.741 -1.689 2.297 -0.202 -0.234 0.086 -0.83
H -3.375 -3.332 4.116 -0.010 -0.007 -0.001 0.22
H -3.294 -4.097 2.530 0.001 0.010 0.003 0.22
H -3.047 -5.056 3.987 0.006 0.001 0.009 0.22
H -0.853 -5.627 4.482 0.002 -0.002 0.000 0.21
H 1.583 -5.251 4.363 0.002 0.004 -0.001 0.22
H 2.448 -3.193 3.266 -0.001 -0.016 0.012 0.22
H 1.656 -2.293 0.634 0.012 0.009 -0.007 0.40
H 2.723 -0.777 -0.642 -0.003 -0.006 0.000 0.20
H 3.692 1.293 0.236 -0.002 -0.007 -0.009 0.21
H 2.801 1.105 1.757 0.000 -0.002 -0.002 0.24
H 4.061 -0.059 1.321 -0.002 0.000 0.000 0.21
H 0.394 0.939 0.406 0.010 -0.004 0.008 0.25
H 1.576 0.404 -2.367 -0.001 0.003 0.008 0.20
H 0.608 1.819 -3.908 -0.022 -0.014 -0.011 0.40
H -2.170 2.639 -3.434 -0.001 0.007 0.005 0.24
H -2.110 3.372 -5.825 0.007 0.005 -0.001 0.23
H -0.416 2.917 -5.928 -0.001 0.001 -0.006 0.22
H -1.653 1.668 -5.653 0.001 -0.003 0.015 0.22
H -0.257 7.302 -2.061 -0.006 -0.001 0.006 0.23
H -1.677 -1.654 1.288 0.173 0.192 0.021 0.38
H -2.708 -1.845 2.539 -0.003 0.001 -0.004 0.37
```
Forces are in eV/Å.

As for the energy above the lowest of the compared OMol25 structures with the same formula, charge and spin: 1.656 eV. Its spin multiplicity is 1. As for the HOMO-LUMO gap: 9.0985 eV.

# 3
A structure of composition C17H21NO3 in a non-equilibrium geometry. Source: OMol25; level of theory: ωB97M-V with the def2-TZVPD basis set.

Geometry as XYZ:
```
42
Properties=species:S:1:pos:R:3:forces:R:3:nbo_charge:R:1
C 2.054 1.724 0.612 -1.687 -4.598 0.851 -0.62
C 1.084 1.648 1.954 0.391 1.907 -4.785 -0.39
H 0.840 2.590 2.302 0.913 2.842 0.912 0.20
H 1.580 1.152 2.668 1.365 -2.149 2.721 0.21
C -0.322 1.274 1.649 7.284 -4.790 -8.733 -0.17
N -0.080 -0.209 1.068 -0.159 0.872 3.031 -0.35
C 0.275 -1.272 1.864 -4.142 -0.131 3.350 0.10
C 0.197 -2.396 1.148 2.861 -1.874 -1.357 -0.30
C 0.154 -1.992 -0.232 0.648 -3.726 2.198 -0.32
C -0.043 -0.687 -0.159 -1.603 2.152 -6.895 0.14
C -0.362 0.019 -1.537 1.787 -0.594 4.218 -0.10
C 0.515 0.176 -2.533 0.779 -3.747 4.465 -0.18
C 0.452 1.079 -3.425 6.193 -0.486 -9.094 -0.27
C -0.693 1.607 -3.718 -7.167 4.906 2.452 0.33
C -1.731 1.754 -2.631 13.398 -9.439 -0.148 -0.21
C -1.308 0.916 -1.611 -9.299 3.721 3.803 -0.15
H -2.079 0.955 -0.681 1.684 -0.142 -1.823 0.18
H -2.422 2.301 -2.805 -8.881 6.674 -1.394 0.18
O -1.080 2.396 -4.697 3.471 0.148 -4.792 -0.49
C 0.018 2.470 -5.899 -6.732 -0.002 -1.871 -0.27
H -0.567 3.296 -6.563 1.734 -2.189 1.418 0.21
H 0.148 1.481 -6.469 -0.619 1.410 1.115 0.20
H 0.911 2.809 -5.583 2.801 1.254 1.486 0.18
H 1.335 0.809 -4.456 -2.665 1.438 3.236 0.18
H 1.244 -0.475 -2.359 3.987 -2.255 -0.356 0.21
H 0.350 -2.728 -0.998 -0.387 0.662 -0.561 0.23
H 0.604 -3.312 1.590 -0.790 -0.086 -0.529 0.22
C -0.128 -1.334 3.367 7.801 3.818 -0.532 -0.36
H 0.918 -0.572 3.710 -2.835 -2.181 0.243 0.16
H -0.878 -0.744 3.708 -2.628 1.725 0.304 0.20
C -0.052 -2.635 4.068 -1.436 3.213 -0.026 -0.54
C -1.166 -3.407 3.703 5.415 -10.954 -0.853 0.80
O -0.970 -4.741 3.557 -2.401 6.434 0.529 -0.68
O -2.191 -2.747 3.566 -6.714 -0.108 -1.583 -0.62
H -2.885 -3.426 3.252 0.868 1.420 0.594 0.52
H -0.109 -2.616 5.110 -0.315 1.012 2.127 0.25
H 0.841 -3.016 3.960 4.300 -2.804 -1.266 0.24
H -0.524 1.537 0.628 -1.313 2.121 0.371 0.25
H -0.926 1.117 2.350 -5.425 -0.311 5.602 0.20
H 2.950 2.196 0.653 3.010 1.330 1.621 0.21
H 1.677 2.297 -0.139 -2.238 1.525 -2.134 0.20
H 2.367 0.706 0.007 -1.254 1.980 2.085 0.21
```
Forces are in eV/Å.

As for the energy above the lowest of the compared OMol25 structures with the same formula, charge and spin: 13.872 eV. Its spin multiplicity is 1. As for the HOMO-LUMO gap: 8.1983 eV.

# 4
The molecule C17H21NO5. Source: OMol25; level of theory: ωB97M-V with the def2-TZVPD basis set.

Geometry as XYZ:
```
44
Properties=species:S:1:pos:R:3:forces:R:3:nbo_charge:R:1
C -1.026 -3.784 1.114 0.299 0.247 -0.235 -0.63
C 0.282 -3.623 0.357 0.023 -0.617 0.162 -0.07
O 0.569 -2.232 0.242 -0.148 0.311 0.111 -0.53
C 1.859 -1.849 0.213 0.409 -0.200 -0.088 0.80
O 2.780 -2.638 0.216 -0.120 -0.013 0.007 -0.63
C 1.980 -0.400 0.155 0.205 0.314 -0.035 -0.29
C 3.137 0.307 -0.124 -0.203 -0.483 0.073 0.29
C 4.500 -0.212 -0.388 0.037 -0.044 -0.030 -0.68
N 2.863 1.641 -0.147 0.093 -0.261 0.078 -0.34
C 3.823 2.671 -0.429 0.240 0.180 -0.173 -0.40
C 1.526 1.835 0.110 -0.667 -0.268 0.149 0.12
C 0.776 3.002 0.176 0.114 0.047 -0.055 -0.24
C -0.571 2.890 0.449 -0.210 -0.078 0.062 -0.24
C -1.160 1.643 0.684 0.244 0.010 -0.011 0.27
O -2.510 1.597 1.001 0.152 -0.074 0.144 -0.51
C -3.369 1.204 -0.060 -0.383 0.064 -0.219 0.02
C -4.788 1.167 0.489 0.467 -0.007 -0.038 -0.62
C -2.965 -0.177 -0.591 -0.077 0.180 -0.068 0.78
O -3.267 -1.229 -0.094 0.014 -0.076 0.111 -0.60
O -2.215 -0.052 -1.686 -0.072 0.271 -0.199 -0.50
C -1.669 -1.252 -2.226 -0.010 -0.345 -0.003 -0.27
C -0.415 0.480 0.640 -0.241 0.249 0.143 -0.26
C 0.935 0.568 0.321 0.155 0.355 -0.097 0.02
H -0.917 -3.421 2.133 -0.015 0.008 0.111 0.21
H -1.816 -3.214 0.630 -0.118 0.008 -0.020 0.23
H -1.308 -4.832 1.140 -0.036 -0.120 0.019 0.21
H 0.205 -4.046 -0.652 0.073 0.061 0.131 0.18
H 1.114 -4.114 0.874 -0.168 0.059 -0.164 0.20
H 4.470 -1.297 -0.381 0.051 0.040 -0.008 0.28
H 5.194 0.122 0.384 0.086 0.018 0.028 0.22
H 4.869 0.138 -1.352 0.073 0.033 -0.052 0.22
H 3.427 3.632 -0.108 0.038 -0.032 0.010 0.22
H 4.043 2.721 -1.499 0.004 0.057 0.058 0.20
H 4.752 2.478 0.109 -0.048 0.056 -0.018 0.21
H 1.218 3.973 0.012 0.027 0.089 -0.016 0.21
H -1.192 3.771 0.501 -0.071 0.090 0.015 0.22
H -3.276 1.921 -0.892 -0.002 -0.141 0.190 0.19
H -5.496 0.992 -0.316 -0.097 -0.025 -0.062 0.21
H -5.013 2.112 0.975 -0.032 0.106 -0.013 0.22
H -4.865 0.365 1.217 -0.047 -0.060 0.035 0.23
H -1.310 -1.004 -3.222 -0.010 0.010 0.046 0.20
H -2.437 -2.027 -2.272 0.095 0.043 -0.044 0.20
H -0.846 -1.592 -1.596 -0.046 0.010 -0.049 0.21
H -0.869 -0.472 0.858 -0.076 -0.072 0.016 0.24
```
Forces are in eV/Å.

As for the energy above the lowest of the compared OMol25 structures with the same formula, charge and spin: 0.531 eV. Its spin multiplicity is 1. As for the HOMO-LUMO gap: 8.7573 eV.

no.,HOMO (Eh)
1,-0.121
2,-0.313
3,-0.279
4,-0.297